1.
C39H52Cl2KO4P2S4SbSe as an isolated structure at a distorted geometry, computed with wB97M-V/def2-TZVPD.

Structure (ORCA input):
```
! wB97M-V def2-TZVPD RIJCOSX def2/J DEFGRID3
* xyz -2 1
K 0.184 -0.983 -1.470
C 4.565 -1.362 -2.382
C 5.167 -1.010 -1.032
S 3.952 -0.942 0.330
C 4.304 0.686 1.075
C 4.215 1.890 0.155
S 2.578 1.981 -0.683
C 3.061 2.327 -2.384
C 3.804 1.231 -3.121
S 3.062 -0.421 -2.933
H 4.192 -2.385 -2.365
H 5.345 -1.282 -3.145
H 5.662 -0.041 -1.056
H 5.905 -1.770 -0.760
H 5.289 0.637 1.549
H 3.540 0.761 1.848
H 4.987 1.884 -0.609
H 4.337 2.796 0.754
H 3.639 3.256 -2.401
H 2.101 2.502 -2.868
H 4.845 1.149 -2.802
H 3.780 1.473 -4.187
Cl 1.688 -3.762 -1.377
C 1.703 -4.906 -0.075
C 2.811 -5.704 0.095
C 2.873 -6.616 1.141
C 1.812 -6.694 2.033
C 0.712 -5.890 1.851
Cl -0.573 -5.997 3.005
C 0.578 -4.974 0.781
S -0.826 -4.062 0.541
H 3.635 -5.616 -0.598
H 3.736 -7.254 1.261
H 1.838 -7.386 2.864
C -3.948 0.050 -1.846
P -2.745 -1.329 -1.924
C -3.679 -2.584 -0.939
C -3.134 -1.914 -3.629
C -2.372 -3.179 -3.980
P -0.556 -2.925 -3.737
C 0.006 -4.600 -4.294
C -0.171 -1.984 -5.257
H -3.994 0.427 -0.824
H -4.945 -0.253 -2.177
H -3.560 0.837 -2.488
H -4.675 -2.778 -1.345
H -3.759 -2.213 0.081
H -3.103 -3.507 -0.897
H -2.819 -1.092 -4.274
H -4.219 -2.062 -3.736
H -2.564 -3.487 -5.019
H -2.671 -3.995 -3.314
H -0.466 -4.895 -5.235
H -0.234 -5.323 -3.516
H 1.087 -4.569 -4.420
H -0.661 -2.404 -6.142
H 0.912 -1.978 -5.385
H -0.483 -0.955 -5.095
C 1.893 1.972 3.760
C 1.138 3.255 3.583
C 1.486 4.327 4.400
C 0.840 5.546 4.303
C -0.172 5.696 3.370
C -0.521 4.630 2.560
C 0.117 3.399 2.644
Sb -0.390 1.749 1.240
C -2.324 2.584 0.786
C -3.447 1.989 1.341
C -4.719 2.460 1.065
C -4.877 3.537 0.211
C -3.762 4.118 -0.366
C -2.478 3.645 -0.107
C -1.319 4.255 -0.819
C -1.123 0.465 2.898
C -0.878 -0.882 2.662
C -1.160 -1.862 3.596
C -1.675 -1.490 4.825
C -1.931 -0.155 5.078
C -1.677 0.828 4.127
C -2.020 2.246 4.479
H 1.917 1.684 4.812
H 2.923 2.105 3.427
H 1.440 1.162 3.192
H 2.277 4.195 5.129
H 1.121 6.369 4.948
H -0.692 6.641 3.280
H -1.324 4.759 1.848
H -3.325 1.139 2.000
H -5.579 1.991 1.528
H -5.870 3.915 -0.011
H -3.891 4.958 -1.038
H -1.538 5.272 -1.144
H -1.093 3.663 -1.707
H -0.413 4.256 -0.216
H -0.460 -1.184 1.706
H -0.977 -2.898 3.355
H -1.881 -2.236 5.579
H -2.344 0.140 6.037
H -2.826 2.273 5.214
H -2.325 2.802 3.597
H -1.153 2.749 4.910
O -1.550 0.899 -3.743
Se -0.157 1.444 -3.153
O 1.054 0.541 -3.772
O -0.149 1.254 -1.515
O 0.066 2.988 -3.547
*
```

Summary:
Kohn-Sham gap = 5.86 eV
HOMO = -2.1400 eV
max |F| = 2.31 eV/A
energy relative to the best compared isomer or geometry (same formula, charge and spin) = 23.1 kcal/mol

Mulliken population analysis, charges in e, atoms 1 to 5: 1.3523, -0.9813, -0.7161, 0.0165, -0.3306

=====

2.
A 10-piece molecular cluster, C39H52N6O12 overall at a distorted geometry, computed with wB97M-V/def2-TZVPD.

Structure (ORCA input):
```
! wB97M-V def2-TZVPD RIJCOSX def2/J DEFGRID3
* xyz 0 1
O 6.781 0.364 0.161
C 5.710 0.979 0.269
O 5.381 1.748 1.293
C 4.074 2.170 1.146
C 3.591 1.182 0.052
O 4.748 0.901 -0.626
H 3.568 2.187 2.111
H 4.084 3.182 0.742
H 2.815 1.627 -0.571
H 3.125 0.246 0.359
O -0.632 1.662 -1.732
C -0.147 0.673 -1.264
O -0.404 0.043 -0.186
C 0.314 -1.190 -0.055
C 1.339 -1.106 -1.174
O 1.004 0.153 -1.718
H 0.784 -1.368 0.912
H -0.254 -2.096 -0.263
H 1.147 -1.897 -1.898
H 2.318 -1.371 -0.775
O 1.856 4.535 0.633
C 1.158 4.819 -0.373
O -0.103 4.876 -0.351
C -0.570 5.425 -1.536
C 0.474 4.969 -2.488
O 1.593 5.004 -1.648
H -1.558 5.040 -1.790
H -0.829 6.483 -1.509
H 0.342 5.552 -3.400
H 0.107 3.964 -2.700
O 4.160 -1.797 1.189
C 4.440 -1.770 2.375
O 5.321 -2.614 2.978
C 5.334 -2.352 4.348
C 4.700 -0.972 4.475
O 3.914 -0.982 3.283
H 4.636 -2.985 4.896
H 6.366 -2.493 4.672
H 5.341 -0.121 4.245
H 3.983 -0.927 5.295
C -2.117 1.622 -5.509
C -3.412 1.902 -5.858
C -4.462 1.421 -5.177
N -4.269 0.783 -4.039
C -2.949 0.691 -3.517
C -1.909 0.878 -4.355
H -1.301 2.040 -6.079
H -3.555 2.397 -6.807
H -5.451 1.765 -5.441
H -2.820 0.278 -2.528
H -0.890 0.633 -4.094
C -0.967 0.253 3.598
C -2.226 0.050 4.239
C -2.266 -0.908 5.184
N -1.143 -1.734 5.536
C -0.017 -1.615 4.811
C 0.130 -0.552 3.830
H -0.800 1.094 2.942
H -3.084 0.554 3.818
H -3.199 -0.941 5.727
H 0.910 -2.058 5.144
H 1.104 -0.423 3.381
C 2.692 -0.726 -6.169
C 2.122 0.488 -6.575
C 1.876 1.338 -5.509
N 2.260 1.180 -4.253
C 3.041 0.104 -4.008
C 3.261 -0.881 -4.961
H 2.932 -1.435 -6.947
H 1.912 0.844 -7.573
H 1.391 2.282 -5.711
H 3.528 0.071 -3.045
H 3.843 -1.775 -4.789
C -5.520 4.222 -0.990
C -4.231 3.384 -1.089
C -3.193 3.657 0.059
C -3.676 3.712 1.466
N -4.086 3.801 2.513
H -5.223 5.270 -0.952
H -6.109 3.987 -0.103
H -6.120 4.119 -1.894
H -3.830 3.548 -2.089
H -4.443 2.325 -0.939
H -2.634 4.558 -0.191
H -2.380 2.942 -0.066
C -3.295 -1.331 0.081
C -3.803 -1.872 1.409
C -3.833 -3.304 1.689
C -4.295 -3.595 3.074
N -4.598 -3.830 4.139
H -2.540 -2.028 -0.282
H -2.870 -0.333 0.185
H -4.040 -1.583 -0.673
H -4.819 -1.499 1.547
H -3.085 -1.519 2.150
H -2.871 -3.755 1.442
H -4.498 -3.910 1.073
C 0.653 -5.150 4.117
C 0.778 -6.374 3.177
C 1.580 -6.120 1.915
C 1.161 -5.052 1.011
N 0.872 -4.270 0.237
H -0.372 -4.887 4.380
H 0.993 -4.216 3.669
H 1.282 -5.263 5.000
H -0.242 -6.720 3.006
H 1.210 -7.265 3.633
H 1.287 -7.045 1.419
H 2.612 -5.969 2.231
*
```

Summary:
Kohn-Sham gap = 9.85 eV
HOMO = -9.5993 eV
SMILES = O=C1OCCO1.O=C1OCCO1.O=C1OCCO1.O=C1OCCO1.c1ccncc1.c1ccncc1.c1ccncc1.CCCC#N.CCCC#N.CCCC#N
max |F| = 6.14 eV/A
energy relative to the best compared isomer or geometry (same formula, charge and spin) = 83.6 kcal/mol

Mulliken population analysis, charges in e, atoms 1 to 5: -0.6376, 0.5888, -0.3429, -0.2584, 0.8133

=====

3.
A 5-piece molecular cluster, C39H53B2FN4O13P overall at a distorted geometry, computed with wB97M-V/def2-TZVPD.

Structure (ORCA input):
```
! wB97M-V def2-TZVPD RIJCOSX def2/J DEFGRID3
* xyz -1 1
C 4.323 0.865 3.066
C 3.147 0.815 2.075
P 3.705 1.284 0.383
C 3.947 3.109 0.586
C 2.136 1.172 -0.602
B 1.075 2.244 -0.118
O 0.948 3.456 -0.768
O 0.261 1.999 0.957
C -0.515 3.053 1.508
O 2.398 1.334 -1.981
B 1.340 0.530 -2.710
C 0.194 1.454 -3.429
C -1.108 1.615 -2.696
C -1.768 2.972 -2.852
F -2.037 0.638 -3.143
O 0.731 -0.324 -1.609
C 1.535 -0.230 -0.504
O 2.598 -1.166 -0.460
C 2.279 -2.488 -0.841
C 3.543 -3.311 -0.736
C 4.057 -3.167 0.702
C 4.625 -2.959 -1.793
C 5.653 -1.917 -1.332
C 4.033 -2.505 -3.139
H 4.041 0.355 3.997
H 5.208 0.362 2.663
H 4.567 1.899 3.332
H 2.787 -0.216 1.985
H 2.336 1.452 2.448
H 3.173 3.591 1.200
H 3.997 3.588 -0.398
H 4.911 3.270 1.081
H 1.790 3.689 -1.182
H -1.300 3.368 0.810
H -0.986 2.672 2.417
H 0.111 3.914 1.768
H 1.923 -0.129 -3.580
H 0.629 2.452 -3.590
H -0.026 1.033 -4.421
H -0.970 1.417 -1.624
H -1.836 3.246 -3.912
H -1.126 3.708 -2.354
H -2.762 2.991 -2.386
H 0.983 -0.339 0.447
H 1.801 -2.533 -1.823
H 1.562 -2.921 -0.119
H 3.247 -4.359 -0.879
H 4.897 -3.834 0.934
H 3.237 -3.369 1.395
H 4.383 -2.136 0.871
H 5.184 -3.889 -1.989
H 6.217 -2.237 -0.450
H 5.154 -0.964 -1.113
H 6.362 -1.731 -2.150
H 3.876 -1.421 -3.149
H 4.743 -2.733 -3.945
H 3.090 -3.002 -3.384
C -3.256 -2.644 3.119
C -1.980 -2.396 3.611
C -0.884 -3.073 3.088
C -1.092 -3.991 2.079
C -2.361 -4.266 1.571
C -3.449 -3.578 2.104
N 0.091 -4.665 1.486
O 1.189 -4.438 1.990
O -0.087 -5.377 0.516
H -4.108 -2.104 3.509
H -1.827 -1.659 4.389
H 0.118 -2.868 3.437
H -2.484 -4.985 0.776
H -4.444 -3.762 1.719
C 5.880 -0.730 7.483
C 4.913 0.078 8.068
C 3.640 0.145 7.523
C 3.365 -0.610 6.398
C 4.311 -1.418 5.795
C 5.581 -1.473 6.349
N 2.010 -0.555 5.814
O 1.197 0.186 6.334
O 1.800 -1.255 4.846
H 6.872 -0.780 7.914
H 5.149 0.659 8.950
H 2.874 0.769 7.959
H 4.059 -1.986 4.911
H 6.336 -2.098 5.891
C -6.437 -1.063 -3.558
C -7.421 -1.502 -2.682
C -7.166 -1.551 -1.323
C -5.913 -1.158 -0.874
C -4.932 -0.711 -1.715
C -5.200 -0.662 -3.079
N -5.619 -1.229 0.562
O -6.502 -1.628 1.309
O -4.491 -0.926 0.932
H -6.640 -1.023 -4.621
H -8.390 -1.807 -3.058
H -7.912 -1.897 -0.624
H -3.968 -0.405 -1.322
H -4.433 -0.313 -3.758
C -4.649 5.623 -5.776
C -5.714 4.928 -6.339
C -6.322 3.900 -5.636
C -5.843 3.590 -4.375
C -4.782 4.260 -3.797
C -4.186 5.289 -4.511
N -6.501 2.513 -3.612
O -7.435 1.935 -4.142
O -6.074 2.272 -2.504
H -4.178 6.427 -6.326
H -6.072 5.187 -7.326
H -7.150 3.348 -6.053
H -4.432 3.984 -2.814
H -3.354 5.829 -4.077
*
```

Summary:
Kohn-Sham gap = 5.59 eV
HOMO = -4.4614 eV
max |F| = 1.08 eV/A

Mulliken population analysis, charges in e, atoms 1 to 5: -1.0023, 0.1160, -0.3383, -1.3244, 1.9707

=====

4.
C39H54N3O3P2PtS as an isolated structure at a distorted geometry, computed with wB97M-V/def2-TZVPD.

Structure (ORCA input):
```
! wB97M-V def2-TZVPD RIJCOSX def2/J DEFGRID3
* xyz 1 1
Pt 0.282 0.017 -0.195
C 4.154 -1.854 0.304
C 3.056 -1.774 1.366
C 2.012 -2.872 1.151
P 2.180 -0.152 1.303
C 3.482 1.154 1.429
C 4.319 0.968 2.692
C 2.860 2.548 1.364
C 1.276 -0.036 2.847
C 1.626 -0.637 4.050
C 0.843 -0.471 5.181
C 1.213 -1.116 6.488
C -0.309 0.306 5.071
C -0.657 0.921 3.883
C 0.150 0.768 2.758
N -0.121 1.365 1.523
C -0.387 2.706 1.372
C -0.271 3.632 2.429
C -0.362 4.987 2.195
C -0.561 5.500 0.911
C -0.560 6.985 0.658
C -0.696 4.590 -0.117
C -0.627 3.212 0.101
P -0.783 1.993 -1.206
C 0.073 2.640 -2.707
C 1.457 3.162 -2.313
C -0.709 3.642 -3.557
C -2.612 1.937 -1.595
C -3.335 3.206 -1.146
C -3.258 0.708 -0.955
H 4.692 -2.797 0.406
H 4.884 -1.049 0.400
H 3.723 -1.816 -0.696
H 3.504 -1.888 2.355
H 1.520 -2.741 0.184
H 1.251 -2.856 1.931
H 2.485 -3.855 1.157
H 4.119 1.028 0.548
H 3.687 0.960 3.581
H 5.015 1.803 2.781
H 4.901 0.047 2.664
H 2.252 2.745 2.248
H 2.230 2.662 0.482
H 3.649 3.300 1.322
H 2.500 -1.275 4.114
H 2.175 -1.622 6.421
H 0.460 -1.852 6.775
H 1.264 -0.374 7.286
H -0.956 0.415 5.934
H -1.582 1.479 3.800
H -0.063 3.273 3.426
H -0.241 5.675 3.024
H -1.069 7.520 1.458
H -1.036 7.233 -0.290
H 0.468 7.354 0.618
H -0.848 4.966 -1.120
H 0.223 1.727 -3.291
H 1.388 4.088 -1.743
H 2.053 3.353 -3.207
H 1.978 2.421 -1.708
H -0.803 4.612 -3.073
H -1.705 3.283 -3.812
H -0.168 3.797 -4.492
H -2.684 1.841 -2.681
H -3.271 3.334 -0.066
H -4.388 3.122 -1.418
H -2.937 4.100 -1.625
H -2.939 0.598 0.079
H -2.998 -0.202 -1.488
H -4.344 0.809 -0.966
C -6.836 -0.756 4.460
C -5.517 -1.172 3.869
C -4.993 -2.441 4.108
C -3.798 -2.841 3.532
C -3.118 -1.954 2.710
C -3.589 -0.667 2.505
C -4.792 -0.285 3.073
S -1.530 -2.437 2.099
O -1.558 -3.829 1.742
O -0.597 -2.056 3.116
N -1.261 -1.499 0.777
C -1.508 -2.007 -0.460
C -2.338 -3.076 -0.851
C -2.401 -3.403 -2.183
C -1.670 -2.675 -3.133
C -0.922 -1.616 -2.697
N -0.861 -1.306 -1.400
H -7.405 -1.622 4.793
H -7.432 -0.208 3.731
H -6.684 -0.099 5.319
H -5.529 -3.124 4.754
H -3.384 -3.825 3.707
H -3.006 0.016 1.904
H -5.177 0.715 2.912
H -2.877 -3.633 -0.104
H -3.023 -4.228 -2.504
H -1.696 -2.927 -4.183
H -0.350 -0.984 -3.365
C 2.641 -0.046 -2.340
O 1.286 0.077 -2.015
H 2.931 -1.092 -2.499
H 3.316 0.373 -1.584
H 2.822 0.492 -3.277
*
```

Summary:
Kohn-Sham gap (alpha / beta) = 5.17 / 5.17 eV
HOMO (alpha / beta) = -9.7608 / -9.7612 eV
max |F| = 1.81 eV/A
energy relative to the best compared isomer or geometry (same formula, charge and spin) = 53.4 kcal/mol

Mulliken population analysis, charges in e, atoms 1 to 5: 4.0033, -1.6320, 0.6846, -1.2967, 0.2205